1.
Entry from the OMol25 dataset: a molecular structure, C32H60O27 in a non-equilibrium geometry (ωB97M-V/def2-TZVPD).

Cartesian coordinates (Å):
C (-1.79292, 0.05675, 2.47898)
C (-0.25516, 0.08603, 2.39146)
C (0.44238, 0.88095, 3.46649)
O (1.60797, 0.11222, 3.76245)
C (1.43484, -1.13824, 3.35739)
O (2.22392, -2.00637, 3.62218)
O (0.29857, -1.22607, 2.62809)
H (-2.14302, -0.74420, 1.82782)
H (-2.14685, 1.06431, 2.26069)
H (-1.98629, -0.37017, 3.46308)
H (0.01918, 0.27536, 1.35367)
H (-0.16139, 1.12005, 4.34193)
H (0.84643, 1.78739, 3.01570)
C (-1.84669, 1.90165, 0.60745)
C (-2.85136, 2.96979, 1.00633)
C (-4.24733, 2.93090, 0.24041)
O (-5.11618, 3.18157, 1.34119)
C (-4.50682, 3.05059, 2.57679)
O (-5.07172, 3.14026, 3.67695)
O (-3.19483, 2.83514, 2.36711)
H (-0.87734, 1.90987, 1.10585)
H (-1.36659, 2.01212, -0.36486)
H (-2.22473, 0.87967, 0.63500)
H (-2.41667, 3.96083, 0.87600)
H (-4.39643, 1.90236, -0.08818)
H (-4.27467, 3.63877, -0.58800)
C (-0.39090, 5.37552, -0.51485)
O (-0.50148, 5.28703, 0.87730)
C (-0.07778, 4.12190, 1.37854)
O (0.15092, 3.09290, 0.63718)
O (0.17886, 4.24047, 2.67456)
C (0.80791, 3.16547, 3.35092)
H (-0.98260, 6.21849, -0.87177)
H (-0.95143, 4.56863, -0.98690)
H (0.62769, 5.51587, -0.87661)
H (0.88539, 3.55752, 4.36502)
H (1.80027, 2.88457, 2.99822)
H (0.08182, 2.35259, 3.33942)
C (-0.86037, -2.40654, 0.43189)
O (0.05860, -1.43319, -0.04638)
C (-0.35650, -0.20353, -0.41806)
O (-1.50732, 0.19771, -0.33041)
O (0.68960, 0.35588, -1.08731)
C (0.55600, 1.72597, -1.53816)
H (-1.92664, -2.19411, 0.35411)
H (-0.67319, -2.59950, 1.48822)
H (-0.66421, -3.36899, -0.04065)
H (1.33203, 2.04872, -2.23222)
H (0.70223, 2.43822, -0.72611)
H (-0.43014, 1.81397, -1.99409)
C (0.92215, -4.16655, -1.55369)
O (-0.07869, -4.43875, -0.55473)
C (0.30114, -5.11034, 0.54164)
O (1.37475, -5.55093, 0.85802)
O (-0.84553, -5.36712, 1.21707)
C (-0.93517, -6.46958, 2.13031)
H (0.93923, -4.91800, -2.34308)
H (1.89251, -4.01672, -1.08034)
H (0.73492, -3.17630, -1.96897)
H (-0.38176, -6.30976, 3.05568)
H (-0.56320, -7.38078, 1.66185)
H (-1.96508, -6.60175, 2.46185)
C (3.54934, -1.98631, 2.14919)
O (3.23844, -1.32034, 0.97532)
C (2.36587, -1.86109, 0.12282)
O (1.70109, -2.88202, 0.33393)
O (2.34675, -1.11802, -1.02304)
C (1.75764, -1.68512, -2.17588)
H (4.56091, -2.35164, 1.97211)
H (2.94686, -2.85723, 2.40728)
H (3.65127, -1.25071, 2.94707)
H (2.08688, -1.05043, -2.99861)
H (0.66934, -1.62424, -2.17387)
H (2.11353, -2.70978, -2.28313)
C (3.46946, -0.53543, -4.47558)
C (2.23429, -0.54300, -5.33512)
O (1.08441, -0.94766, -4.61261)
C (0.32873, -0.10628, -3.91700)
O (0.53110, 1.11825, -3.80291)
O (-0.73333, -0.86539, -3.48717)
C (-1.82863, -0.30582, -2.80175)
H (3.64661, -1.54544, -4.10597)
H (3.18427, 0.14336, -3.67184)
H (4.40591, -0.20501, -4.92499)
H (2.42577, -1.16516, -6.20939)
H (2.14940, 0.45746, -5.75934)
H (-2.76509, -0.42814, -3.34598)
H (-1.77014, 0.71163, -2.41512)
H (-1.99723, -0.89830, -1.90251)
C (-3.82790, 1.94874, -2.79166)
C (-4.78595, 0.75109, -2.90877)
O (-4.33733, -0.29088, -2.08665)
C (-4.59297, -0.35986, -0.79359)
O (-5.16737, 0.54915, -0.20553)
O (-3.84889, -1.42228, -0.24206)
C (-3.83438, -1.59640, 1.18731)
H (-3.87165, 2.40927, -1.80470)
H (-4.25302, 2.73679, -3.41323)
H (-2.82008, 1.86271, -3.19785)
H (-4.91113, 0.51191, -3.96481)
H (-5.79695, 0.98814, -2.57743)
H (-3.77503, -2.66526, 1.39252)
H (-4.71831, -1.21908, 1.70149)
H (-2.95338, -1.08023, 1.56878)
C (5.78742, -1.04937, -0.08808)
C (5.59309, 0.08232, 0.92681)
O (4.21727, 0.53762, 0.92299)
C (3.90275, 1.47237, 1.85433)
O (4.65559, 1.78394, 2.82072)
O (2.66304, 2.05552, 1.75013)
C (1.61918, 1.53775, 0.89225)
H (5.66871, -0.67576, -1.10514)
H (5.10153, -1.89495, -0.03660)
H (6.80818, -1.43144, -0.07505)
H (6.23463, 0.94783, 0.76121)
H (5.78967, -0.27879, 1.93629)
H (1.77754, 1.83001, -0.14583)
H (0.65591, 1.85693, 1.29017)
H (1.72663, 0.45360, 0.92626)

The calculated total energy comes out at -89412.00208 eV. Its energy above the lowest of the compared OMol25 structures with the same formula, charge and spin is 2702.20 kJ/mol. Its HOMO energy is -9.088 eV. As for the HOMO-LUMO gap: 9.4 eV. Its largest force on an atom is 0.218 Eh/bohr.

Here are the Löwdin charges for atoms 1 to 4, given in e:
1 C 0.022
2 C -0.248
3 C -0.129
4 O 0.141


2.
Entry from the OMol25 dataset: a molecular structure, C32H61B2F4N5O7SSi3Sr in a non-equilibrium geometry (ωB97M-V/def2-TZVPD).

Cartesian coordinates (Å):
Sr (-0.56810, -0.34393, 1.28459)
C (-0.75905, -0.53443, 6.01598)
C (-0.83269, -0.21261, 4.56012)
N (-0.70395, -1.07323, 3.62480)
O (-0.46441, -2.36554, 3.98047)
B (-1.52573, -3.31224, 3.47437)
F (-1.10505, -4.57912, 3.82503)
F (-2.75339, -2.93407, 4.05666)
O (-1.68670, -3.34545, 1.96229)
N (-2.12077, -2.15576, 1.42476)
C (-3.37735, -1.96278, 1.32357)
C (-4.42982, -2.97376, 1.63558)
C (-3.78685, -0.57163, 0.90216)
N (-2.88800, 0.32208, 1.06240)
O (-3.22214, 1.60669, 0.75122)
B (-2.85965, 2.58863, 1.85719)
F (-3.64731, 2.25652, 2.97811)
F (-3.11369, 3.84511, 1.34859)
O (-1.40536, 2.56737, 2.26442)
N (-1.01211, 1.37526, 2.83688)
C (-1.14211, 1.19542, 4.09059)
C (-1.58302, 2.24077, 5.05891)
C (-5.18032, -0.25088, 0.46522)
H (-0.71745, -1.61079, 6.14396)
H (-1.62932, -0.13716, 6.54155)
H (0.13907, -0.08837, 6.45578)
H (-3.99689, -3.80027, 2.18279)
H (-4.85972, -3.35128, 0.70079)
H (-5.22953, -2.52737, 2.22885)
H (-1.66701, 3.19332, 4.54694)
H (-0.86668, 2.31445, 5.88038)
H (-2.56069, 1.98805, 5.47362)
H (-5.14963, 0.36972, -0.42322)
H (-5.76795, -1.14498, 0.26832)
H (-5.66681, 0.34517, 1.24137)
C (-2.58155, -2.41091, -2.44734)
C (-1.06117, -2.29671, -2.45385)
C (-0.44895, -3.34208, -1.53959)
C (-0.52061, -2.44615, -3.87370)
O (-0.66991, -1.00499, -1.89553)
Si (-0.62888, 0.47918, -2.60048)
S (-0.22531, 1.73617, -0.92697)
O (0.65491, 0.51846, -3.58992)
C (1.37960, 1.47018, -4.39466)
C (0.75457, 1.46989, -5.78174)
C (2.81380, 0.96972, -4.46240)
C (1.35663, 2.86642, -3.78603)
O (-2.02399, 0.73766, -3.34878)
C (-3.01238, 1.70868, -3.74361)
C (-4.15089, 1.62428, -2.74598)
C (-3.48074, 1.30859, -5.13154)
C (-2.43072, 3.11373, -3.75303)
H (-2.88631, -3.40765, -2.77683)
H (-3.01901, -1.66623, -3.11721)
H (-2.96016, -2.24328, -1.43913)
H (-0.68141, -4.34610, -1.90209)
H (-0.84478, -3.24066, -0.52624)
H (0.63868, -3.22032, -1.50768)
H (-0.75228, -3.44285, -4.25347)
H (0.56427, -2.30392, -3.88386)
H (-0.97240, -1.70332, -4.54270)
H (0.74183, 0.45363, -6.18315)
H (1.32833, 2.10983, -6.45651)
H (-0.27547, 1.83852, -5.74088)
H (2.84066, -0.04777, -4.86309)
H (3.25509, 0.96257, -3.46094)
H (3.40899, 1.62160, -5.10720)
H (0.33340, 3.23771, -3.67579)
H (1.90749, 3.55799, -4.42777)
H (1.82190, 2.85953, -2.79512)
H (-4.53823, 0.60218, -2.71364)
H (-4.96059, 2.29840, -3.03744)
H (-3.79888, 1.90644, -1.74771)
H (-3.92543, 0.30980, -5.10487)
H (-2.63631, 1.29167, -5.82610)
H (-4.22676, 2.01797, -5.50012)
H (-1.97817, 3.34675, -2.78347)
H (-3.22452, 3.83943, -3.93967)
H (-1.67935, 3.22070, -4.53946)
C (4.97523, 1.71907, 3.34931)
Si (3.24003, 1.10879, 3.01468)
C (2.70129, 0.05508, 4.45068)
C (2.12279, 2.58794, 2.75779)
C (3.25067, 0.04306, 1.47985)
C (2.98852, -1.41328, 1.65657)
C (4.05436, -2.27798, 1.92448)
C (3.81348, -3.63349, 2.06597)
C (2.51518, -4.10358, 1.93379)
C (1.51459, -3.19106, 1.66367)
N (1.72925, -1.86669, 1.52881)
Si (3.88321, 0.52002, -0.21241)
C (3.31671, -0.77262, -1.43351)
C (3.35572, 2.25686, -0.64595)
C (5.75324, 0.51159, -0.14248)
H (5.01235, 2.19236, 4.33950)
H (5.28926, 2.46635, 2.60802)
H (5.70508, 0.90034, 3.33866)
H (2.57119, 0.66527, 5.35283)
H (3.45368, -0.71081, 4.66725)
H (1.75975, -0.46311, 4.24299)
H (1.81919, 3.00751, 3.72745)
H (1.21335, 2.33812, 2.20190)
H (2.64904, 3.37580, 2.20563)
H (5.05986, -1.87385, 2.00505)
H (4.63243, -4.31552, 2.27362)
H (2.26976, -5.15094, 2.05290)
H (0.48996, -3.52886, 1.57125)
H (2.28602, -0.59924, -1.76982)
H (3.35433, -1.76553, -0.97104)
H (3.96064, -0.78964, -2.31945)
H (2.27081, 2.34160, -0.77077)
H (3.83579, 2.58016, -1.57920)
H (3.65621, 2.95551, 0.14349)
H (6.14638, -0.46735, 0.16074)
H (6.12383, 1.26441, 0.56525)
H (6.16198, 0.74604, -1.13530)

The calculated total energy comes out at -103497.52510 eV. Its energy above the lowest of the compared OMol25 structures with the same formula, charge and spin is 106.94 kJ/mol. Its HOMO energy (spin up / spin down) is -8.848 / -9.019 eV. As for the HOMO-LUMO gap (spin up / spin down): 5.9 / 8.0 eV. Its largest force on an atom is 0.060 Eh/bohr.

Here are the Löwdin charges for atoms 1 to 4, given in e:
1 Sr 1.346
2 C 0.009
3 C -0.246
4 N -0.059


Among the records above, which one has the highest calculated total energy? C32H60O27


calculated total energy of number 1 (C32H60O27)? -89412.00208 eV


Which value of calculated total energy does entry 2 give? -103497.52510 eV